Entry from the Open Molecules 2025 dataset: a gas-phase ion, C10H17F2N4O2S (charge +1) in a non-equilibrium geometry (ωB97M-V/def2-TZVPD).

Computed properties:
**Relative energy (zero: lowest compared OMol25 entry of this formula, charge and spin)**: 4.472 eV
**Highest occupied orbital energy**: -0.46424 hartree
**SMILES**: CCSCNC1=[NH+][C@H](N(C(=O)F)C(=O)F)[C@H](CC)N1
**Net charge**: +1
**Molar mass**: 295.3 g mol⁻¹

```
36
C10H17F2N4O2S (ωB97M-V/def2-TZVPD)
C 0.054 4.519 -1.429
C 0.423 4.214 0.132
S -1.226 4.168 1.050
C -1.429 2.375 1.572
N -1.768 1.475 0.417
C -0.999 0.401 0.230
N 0.176 -0.039 0.974
C 0.888 -1.234 0.480
C 1.015 -2.564 1.374
C 0.250 -2.538 2.790
C 0.267 -1.294 -1.005
N -0.037 -2.613 -1.642
C -0.555 -2.245 -3.011
O -1.777 -2.288 -3.298
F 0.327 -1.767 -4.052
C 1.184 -3.423 -1.863
O 2.331 -2.946 -2.081
F 1.021 -4.850 -1.788
N -1.109 -0.664 -0.833
H 0.298 3.560 -2.018
H 0.654 5.429 -1.799
H -1.073 4.710 -1.549
H 0.867 3.154 0.203
H 1.100 5.011 0.598
H -2.354 2.362 2.276
H -0.559 2.045 2.207
H -2.565 1.601 -0.228
H 0.275 0.211 1.964
H 1.993 -0.907 0.326
H 2.144 -2.723 1.582
H 0.675 -3.532 0.829
H 0.960 -3.038 3.560
H 0.018 -1.499 3.208
H -0.731 -3.146 2.711
H 0.822 -0.520 -1.642
H -1.562 -1.408 -0.247
```

These are the Löwdin partial charges, in e, on atoms 1 to 5: number 1, C, carries -0.175; number 2, C, carries -0.476; number 3, S, carries 0.831; number 4, C, carries -0.430; number 5, N, carries 0.085



Entry from the Open Molecules 2025 dataset: a molecular structure, C10H17F5OPTeV in a non-equilibrium geometry (ωB97M-V/def2-TZVPD).

Computed properties:
**2S+1**: 2
**Highest occupied orbital energy (spin up / spin down)**: -0.44554 / -0.42030 hartree
**Net charge**: +1
**Molar mass**: 457.8 g mol⁻¹
**Expectation value of S²**: 0.768

```
36
C10H17F5OPTeV (ωB97M-V/def2-TZVPD)
V 0.461 0.686 -0.226
C 1.205 -2.777 -1.248
C 1.474 -1.308 -1.395
C 2.260 -0.605 -0.449
C 2.673 0.731 -0.676
C 2.253 1.362 -1.863
C 1.358 0.733 -2.702
C 0.954 -0.591 -2.459
H 0.229 -2.968 -0.806
H 1.963 -3.257 -0.632
H 1.203 -3.254 -2.228
H 2.632 -1.118 0.429
H 3.354 1.229 -0.001
H 2.545 2.386 -2.050
H 0.950 1.260 -3.553
H 0.281 -1.074 -3.155
C -0.868 0.267 3.173
P -0.779 -0.593 1.575
C -2.511 -0.824 1.096
C -0.212 -2.252 2.050
H -1.435 -0.332 3.887
H -1.357 1.231 3.044
H 0.130 0.439 3.575
H -3.033 -1.419 1.846
H -2.571 -1.319 0.127
H -2.993 0.148 1.002
H -0.873 -2.665 2.813
H 0.799 -2.207 2.458
H -0.210 -2.931 1.201
F -0.620 2.473 0.901
Te -1.487 3.012 -0.748
F -2.102 3.497 -2.401
F -1.594 4.720 -0.133
F -3.169 2.722 -0.072
F 0.290 3.380 -1.238
O -1.200 1.217 -1.141
```

These are the Löwdin partial charges, in e, on atoms 1 to 5: number 1, V, carries 0.731; number 2, C, carries -0.012; number 3, C, carries -0.287; number 4, C, carries -0.137; number 5, C, carries -0.128



Entry from the Open Molecules 2025 dataset: C10H17N in the gas phase in a non-equilibrium geometry (ωB97M-V/def2-TZVPD).

Computed properties:
**Relative energy (zero: lowest compared OMol25 entry of this formula, charge and spin)**: 2.760 eV
**Highest occupied orbital energy**: -0.32865 hartree
**SMILES**: N[C@H]1[C@@H]2C[C@H]3C[C@@H](C2)C[C@@H]1C3
**Molar mass**: 151.3 g mol⁻¹

```
28
C10H17N (ωB97M-V/def2-TZVPD)
C -1.440 -0.784 0.270
C -0.621 -0.736 -1.025
C -0.326 0.731 -1.500
C 0.462 1.536 -0.378
C 1.798 0.661 -0.280
C 1.583 -0.827 0.188
C 0.665 -1.499 -0.859
C 0.808 -0.790 1.536
C -0.482 -0.031 1.149
C -0.233 1.412 0.936
H -2.631 1.027 0.090
H -3.263 -0.245 -0.664
H -1.647 -1.738 0.713
H -1.077 -1.248 -1.937
H 0.457 0.510 -2.280
H -1.074 1.256 -2.002
H 0.763 2.543 -0.641
H 2.331 0.989 -1.159
H 2.328 1.026 0.602
H 2.722 -1.186 0.255
H 1.251 -1.738 -1.876
H 0.402 -2.527 -0.477
H 1.244 -0.075 2.292
H 0.646 -1.739 2.061
H -1.135 -0.257 2.051
H -1.177 1.890 1.060
H 0.354 1.905 1.711
N -2.710 -0.067 0.165
```

These are the Löwdin partial charges, in e, on atoms 1 to 5: number 1, C, carries -0.342; number 2, C, carries -0.294; number 3, C, carries -0.086; number 4, C, carries -0.243; number 5, C, carries -0.125



Entry from the Open Molecules 2025 dataset: a molecular structure, C10H17N2P in a non-equilibrium geometry (ωB97M-V/def2-TZVPD).

Computed properties:
**Relative energy (zero: lowest compared OMol25 entry of this formula, charge and spin)**: 2.579 eV
**Highest occupied orbital energy**: -0.29807 hartree
**Molar mass**: 196.2 g mol⁻¹

```
30
C10H17N2P (ωB97M-V/def2-TZVPD)
C -2.432 0.554 1.523
C -2.292 -0.740 1.025
C -2.140 1.581 0.689
C -1.731 -1.008 -0.195
C -1.255 0.082 -0.928
C 3.570 -0.477 0.569
C 2.920 -0.672 -0.881
C -1.536 1.408 -0.533
C -1.377 -2.446 -0.519
C -1.158 2.569 -1.311
N 2.568 0.009 1.490
N 1.547 -0.215 -0.934
P 1.088 -0.174 0.601
H -2.920 0.883 2.379
H -2.682 -1.605 1.545
H -2.498 2.553 1.109
H 0.058 0.699 0.927
H -0.756 -0.041 -1.833
H 3.888 -1.426 0.894
H 4.365 0.191 0.318
H 3.520 -0.113 -1.588
H 2.825 -1.636 -1.160
H -1.705 -2.986 0.308
H -0.379 -2.432 -0.812
H -1.951 -2.808 -1.318
H -1.427 3.521 -0.783
H -1.605 2.439 -2.335
H -0.019 2.538 -1.390
H 2.739 0.993 1.721
H 0.772 -1.240 1.420
```

These are the Löwdin partial charges, in e, on atoms 1 to 5: number 1, C, carries -0.084; number 2, C, carries -0.071; number 3, C, carries -0.109; number 4, C, carries -0.299; number 5, C, carries -0.089



Entry from the Open Molecules 2025 dataset: a molecular structure, C10H17N3O5SSbSe4W (ωB97M-V/def2-TZVPD).

Computed properties:
**Relative energy (zero: lowest compared OMol25 entry of this formula, charge and spin)**: 1.020 eV
**Highest occupied orbital energy (spin up / spin down)**: -0.38371 / -0.38370 hartree
**Net charge**: +1
**Molar mass**: 912.8 g mol⁻¹

```
42
C10H17N3O5SSbSe4W (ωB97M-V/def2-TZVPD)
W 0.140 0.395 -0.178
O -1.674 1.431 -0.488
C -1.964 2.770 -0.900
C -1.260 3.703 0.061
N 0.129 3.303 0.153
C 0.730 3.297 1.464
C 0.372 2.077 2.320
O 0.350 2.088 3.504
O 0.107 0.902 1.622
C 0.964 3.591 -1.011
C 1.398 2.176 -1.256
O 2.249 1.706 -0.509
O 0.562 1.345 -1.867
H -2.543 0.938 -0.132
H -3.046 2.892 -0.893
H -1.612 2.877 -1.927
H -1.706 3.610 1.052
H -1.353 4.747 -0.257
H 0.466 4.174 2.058
H 1.818 3.275 1.369
H 1.815 4.232 -0.788
H 0.366 4.011 -1.815
C 1.807 -3.569 -1.648
N 1.551 -3.488 -0.220
C 1.210 -4.683 0.566
C 0.926 -4.106 1.964
N 1.447 -2.741 1.830
C 1.707 -2.442 0.564
S 2.206 -0.844 0.056
H 0.988 -4.103 -2.126
H 2.740 -4.101 -1.834
H 1.873 -2.567 -2.061
H 2.055 -5.372 0.560
H 0.346 -5.181 0.130
H 1.442 -4.645 2.753
H -0.141 -4.077 2.188
H 1.364 -2.029 2.538
Se -3.354 0.258 -3.439
Sb -4.291 -1.007 -1.690
Se -1.095 -1.434 -0.412
Se -5.058 -3.208 -1.896
Se -4.028 -0.203 0.594
```

These are the Löwdin partial charges, in e, on atoms 1 to 5: number 1, W, carries 1.212; number 2, O, carries -0.447; number 3, C, carries -0.181; number 4, C, carries -0.115; number 5, N, carries -0.181



Entry from the Open Molecules 2025 dataset: a gas-phase ion, C10H17N4 (charge +1) in a non-equilibrium geometry (ωB97M-V/def2-TZVPD).

Computed properties:
**Relative energy (zero: lowest compared OMol25 entry of this formula, charge and spin)**: 1.230 eV
**Highest occupied orbital energy (spin up / spin down)**: -0.38078 / -0.38079 hartree
**SMILES**: C[C@H]1[NH+]=CN(C)C2=C1N(C)C=CN2C
**Net charge**: +1
**Molar mass**: 193.3 g mol⁻¹

```
31
C10H17N4 (ωB97M-V/def2-TZVPD)
C 0.545 2.013 1.284
C 1.759 1.521 1.053
C -0.378 -2.465 0.192
C -0.644 0.225 0.410
C 0.674 -0.376 0.136
C -1.893 -0.503 0.007
C -2.096 -0.227 -1.506
C -1.827 2.376 0.961
C 2.294 0.735 -1.182
C 2.078 -2.328 -0.011
N -0.592 1.546 0.676
N 1.828 0.347 0.154
N 0.716 -1.742 0.139
N -1.587 -2.008 0.238
H 0.321 2.805 2.007
H 2.608 1.961 1.480
H -0.286 -3.561 0.211
H -2.760 -0.436 0.662
H -2.203 0.838 -1.499
H -3.092 -0.667 -1.838
H -1.406 -0.600 -2.150
H -1.708 3.473 0.723
H -2.682 1.983 0.445
H -1.993 2.322 2.027
H 3.127 1.411 -1.071
H 2.596 -0.219 -1.798
H 1.631 1.334 -1.792
H 2.913 -1.747 0.536
H 2.074 -3.228 0.437
H 2.397 -2.134 -1.097
H -2.413 -2.648 0.167
```

These are the Löwdin partial charges, in e, on atoms 1 to 5: number 1, C, carries -0.087; number 2, C, carries -0.008; number 3, C, carries -0.103; number 4, C, carries -0.089; number 5, C, carries -0.216



What did the second record say?
Entry from the Open Molecules 2025 dataset: a molecular structure, C10H17F5OPTeV in a non-equilibrium geometry (ωB97M-V/def2-TZVPD).

Computed properties:
**2S+1**: 2
**Highest occupied orbital energy (spin up / spin down)**: -0.44554 / -0.42030 hartree
**Net charge**: +1
**Molar mass**: 457.8 g mol⁻¹
**Expectation value of S²**: 0.768

```
36
C10H17F5OPTeV (ωB97M-V/def2-TZVPD)
V 0.461 0.686 -0.226
C 1.205 -2.777 -1.248
C 1.474 -1.308 -1.395
C 2.260 -0.605 -0.449
C 2.673 0.731 -0.676
C 2.253 1.362 -1.863
C 1.358 0.733 -2.702
C 0.954 -0.591 -2.459
H 0.229 -2.968 -0.806
H 1.963 -3.257 -0.632
H 1.203 -3.254 -2.228
H 2.632 -1.118 0.429
H 3.354 1.229 -0.001
H 2.545 2.386 -2.050
H 0.950 1.260 -3.553
H 0.281 -1.074 -3.155
C -0.868 0.267 3.173
P -0.779 -0.593 1.575
C -2.511 -0.824 1.096
C -0.212 -2.252 2.050
H -1.435 -0.332 3.887
H -1.357 1.231 3.044
H 0.130 0.439 3.575
H -3.033 -1.419 1.846
H -2.571 -1.319 0.127
H -2.993 0.148 1.002
H -0.873 -2.665 2.813
H 0.799 -2.207 2.458
H -0.210 -2.931 1.201
F -0.620 2.473 0.901
Te -1.487 3.012 -0.748
F -2.102 3.497 -2.401
F -1.594 4.720 -0.133
F -3.169 2.722 -0.072
F 0.290 3.380 -1.238
O -1.200 1.217 -1.141
```

These are the Löwdin partial charges, in e, on atoms 1 to 5: number 1, V, carries 0.731; number 2, C, carries -0.012; number 3, C, carries -0.287; number 4, C, carries -0.137; number 5, C, carries -0.128



Copy entry 6 word for word.
Entry from the Open Molecules 2025 dataset: a gas-phase ion, C10H17N4 (charge +1) in a non-equilibrium geometry (ωB97M-V/def2-TZVPD).

Computed properties:
**Relative energy (zero: lowest compared OMol25 entry of this formula, charge and spin)**: 1.230 eV
**Highest occupied orbital energy (spin up / spin down)**: -0.38078 / -0.38079 hartree
**SMILES**: C[C@H]1[NH+]=CN(C)C2=C1N(C)C=CN2C
**Net charge**: +1
**Molar mass**: 193.3 g mol⁻¹

```
31
C10H17N4 (ωB97M-V/def2-TZVPD)
C 0.545 2.013 1.284
C 1.759 1.521 1.053
C -0.378 -2.465 0.192
C -0.644 0.225 0.410
C 0.674 -0.376 0.136
C -1.893 -0.503 0.007
C -2.096 -0.227 -1.506
C -1.827 2.376 0.961
C 2.294 0.735 -1.182
C 2.078 -2.328 -0.011
N -0.592 1.546 0.676
N 1.828 0.347 0.154
N 0.716 -1.742 0.139
N -1.587 -2.008 0.238
H 0.321 2.805 2.007
H 2.608 1.961 1.480
H -0.286 -3.561 0.211
H -2.760 -0.436 0.662
H -2.203 0.838 -1.499
H -3.092 -0.667 -1.838
H -1.406 -0.600 -2.150
H -1.708 3.473 0.723
H -2.682 1.983 0.445
H -1.993 2.322 2.027
H 3.127 1.411 -1.071
H 2.596 -0.219 -1.798
H 1.631 1.334 -1.792
H 2.913 -1.747 0.536
H 2.074 -3.228 0.437
H 2.397 -2.134 -1.097
H -2.413 -2.648 0.167
```

These are the Löwdin partial charges, in e, on atoms 1 to 5: number 1, C, carries -0.087; number 2, C, carries -0.008; number 3, C, carries -0.103; number 4, C, carries -0.089; number 5, C, carries -0.216